(1)
14
Properties=species:S:1:pos:R:3:lowdin_charge:R:1 method="wB97M-V/def2-TZVPD" total_energy_ha=-307.651426 smiles="CCOCC=O" e_homo_ev=-9.88 charge=0 multiplicity=1 e_lumo_ev=0.96 e_above_lowest_kcal_mol=38.28
C 1.790 -0.561 1.225 -0.0729
C 0.979 -0.216 -0.003 -0.2968
O -0.402 -0.457 0.220 -0.1485
C -1.130 0.005 -0.890 -0.1918
C -2.286 0.877 -0.435 -0.2187
O -3.120 1.317 -1.187 0.0536
H 1.761 -1.637 1.399 0.0759
H 1.404 -0.051 2.115 0.0812
H 2.831 -0.255 1.065 0.0795
H 1.117 0.842 -0.248 0.1164
H 1.308 -0.809 -0.873 0.1265
H -1.477 -0.812 -1.537 0.1408
H -0.499 0.653 -1.504 0.1233
H -2.276 1.105 0.652 0.1315


(2)
14
Properties=species:S:1:pos:R:3:lowdin_charge:R:1 method="wB97M-V/def2-TZVPD" total_energy_ha=-307.653711 smiles="COCCC=O" e_homo_ev=-9.69 charge=0 multiplicity=1 e_lumo_ev=0.92 e_above_lowest_kcal_mol=36.85
C 2.085 0.317 -0.554 -0.1156
O 0.736 -0.022 -0.744 -0.1935
C 0.146 -0.451 0.457 -0.2715
C -1.332 -0.646 0.212 -0.1304
C -2.009 0.682 -0.045 -0.2558
O -3.192 0.864 0.112 0.0470
H 2.488 0.631 -1.518 0.0906
H 2.660 -0.543 -0.181 0.0905
H 2.188 1.143 0.168 0.0912
H 0.285 0.320 1.236 0.1285
H 0.615 -1.379 0.822 0.1280
H -1.812 -1.120 1.074 0.1267
H -1.505 -1.309 -0.645 0.1327
H -1.352 1.514 -0.395 0.1318


(3)
14
Properties=species:S:1:pos:R:3:lowdin_charge:R:1 method="wB97M-V/def2-TZVPD" total_energy_ha=-307.610944 e_homo_ev=-9.53 charge=0 multiplicity=1 e_lumo_ev=0.81 e_above_lowest_kcal_mol=63.68
C 0.412 -1.727 1.394 -0.0352
C 1.327 1.122 0.167 -0.1140
O 1.205 0.584 -1.034 -0.0740
C -0.171 0.533 -1.497 -0.1288
C -0.902 1.319 -0.424 -0.1255
O 0.137 1.531 0.570 -0.0714
H 0.085 -1.398 2.383 0.0303
H 0.756 -2.763 1.437 0.0233
H -0.427 -1.659 0.690 0.0158
H 1.224 -1.086 1.054 -0.0086
H -0.212 0.984 -2.490 0.1240
H -0.463 -0.518 -1.552 0.1177
H -1.720 0.779 0.054 0.1230
H -1.251 2.300 -0.755 0.1234


(4)
14
Properties=species:S:1:pos:R:3:lowdin_charge:R:1 method="wB97M-V/def2-TZVPD" total_energy_ha=-307.522220 e_homo_ev=-8.74 charge=0 multiplicity=1 e_lumo_ev=0.87 e_above_lowest_kcal_mol=119.36
O 0.323 1.527 -1.805 -0.0180
C -0.186 1.331 -0.541 -0.3015
C 0.661 0.290 0.321 -0.2049
C -0.732 -0.595 0.197 -0.1364
C 0.222 -1.637 0.652 -0.2152
O 1.361 -0.942 0.095 -0.0765
H 1.267 1.452 -1.646 0.0981
H -0.163 2.124 0.207 0.1121
H -1.285 1.197 -0.734 0.1195
H 0.825 0.568 1.376 0.1416
H -1.631 -0.302 0.751 0.1194
H -1.017 -0.759 -0.864 0.1276
H 0.096 -2.629 0.243 0.1132
H 0.259 -1.626 1.748 0.1209


(5)
14
Properties=species:S:1:pos:R:3:lowdin_charge:R:1 method="wB97M-V/def2-TZVPD" total_energy_ha=-307.556280 e_homo_ev=-8.77 charge=0 multiplicity=1 e_lumo_ev=0.63 e_above_lowest_kcal_mol=97.99
O -2.024 0.706 -1.195 -0.0575
C -1.118 0.046 -0.338 -0.2772
C 0.327 0.135 -0.846 -0.1517
C 1.332 -0.375 0.171 -0.1873
O 1.113 0.379 1.387 -0.1920
C 0.232 -0.016 2.263 0.0399
H -1.763 1.635 -1.227 0.0902
H -1.447 -0.999 -0.305 0.1308
H 0.562 1.185 -1.071 0.1238
H 0.448 -0.429 -1.778 0.1267
H 2.364 -0.196 -0.138 0.1262
H 1.181 -1.436 0.402 0.1216
H -0.021 -1.090 1.994 0.0182
H -1.188 0.456 0.681 0.0884


(6)
14
Properties=species:S:1:pos:R:3:lowdin_charge:R:1 method="wB97M-V/def2-TZVPD" total_energy_ha=-307.594178 smiles="C[C@H](C=O)CO" e_homo_ev=-9.24 charge=0 multiplicity=1 e_lumo_ev=0.81 e_above_lowest_kcal_mol=74.20
C 0.265 1.492 -0.546 -0.0638
C -0.331 0.160 0.015 -0.2709
C 0.117 -0.270 1.641 -0.1259
O 0.243 0.849 2.059 -0.0212
C -0.010 -0.976 -0.893 -0.3017
O -0.650 -2.136 -0.431 -0.0571
H 0.000 2.382 0.031 0.0739
H -0.127 1.653 -1.570 0.0882
H 1.356 1.455 -0.641 0.0821
H -1.409 0.309 0.154 0.1356
H 0.427 -1.039 2.478 0.1493
H -0.355 -0.755 -1.905 0.1252
H 1.089 -1.079 -0.923 0.1304
H -0.615 -2.044 0.532 0.0558


(7)
14
Properties=species:S:1:pos:R:3:lowdin_charge:R:1 method="wB97M-V/def2-TZVPD" total_energy_ha=-307.625923 smiles="C=CC(=C)O.O" e_homo_ev=-8.95 charge=0 multiplicity=1 e_lumo_ev=0.59 e_above_lowest_kcal_mol=54.28
C 0.014 -0.599 -1.644 0.0389
C 0.894 -0.893 -0.698 -0.1327
C 0.731 -0.558 0.715 -0.4186
C 1.103 -1.345 1.724 0.0688
O -0.015 0.567 0.995 -0.0104
H -0.937 -0.166 -1.367 0.0451
H 0.132 -0.794 -2.697 0.0593
H 1.867 -1.339 -0.887 0.1070
H 0.703 -1.268 2.728 0.0657
H 1.592 -2.304 1.601 0.0632
H 0.445 1.353 1.338 0.1230
O -2.145 1.962 -0.999 -0.0715
H -1.849 1.695 -0.111 0.0211
H -1.650 2.765 -1.221 0.0412


(8)
14
Properties=species:S:1:pos:R:3:lowdin_charge:R:1 method="wB97M-V/def2-TZVPD" total_energy_ha=-307.620277 smiles="C=CC.O=CO" e_homo_ev=-10.14 charge=0 multiplicity=1 e_lumo_ev=0.52 e_above_lowest_kcal_mol=57.83
C -0.825 1.628 -0.054 0.0057
C -1.516 0.498 -0.173 -0.2333
C -1.524 -0.530 -1.299 -0.1261
H -0.089 2.028 -0.648 0.0378
H -0.825 1.953 0.873 0.0005
H -2.122 0.173 0.680 0.0973
H -2.579 -0.603 -1.758 0.0927
H -1.421 -1.574 -0.834 0.0834
H -0.776 -0.426 -2.076 0.0563
O 3.600 -0.333 1.936 0.1055
C 2.698 -0.428 1.199 -0.5182
O 1.725 -1.214 1.440 0.0826
H 2.584 -0.028 0.074 0.1655
H 1.070 -1.145 0.640 0.1503


(9)
14
Properties=species:S:1:pos:R:3:lowdin_charge:R:1 method="wB97M-V/def2-TZVPD" total_energy_ha=-307.562745 e_homo_ev=-7.05 charge=0 multiplicity=1 e_lumo_ev=0.78 e_above_lowest_kcal_mol=93.93
C 1.159 -0.011 0.707 -0.2840
C 2.048 0.958 0.080 -0.0663
C -1.566 -1.218 -0.097 -0.1028
C -1.141 0.216 0.000 -0.2795
O 1.302 -0.926 1.454 0.0564
O -1.107 1.012 -1.109 -0.0620
H 2.429 0.628 -0.916 0.1016
H 2.899 1.024 0.829 0.1041
H 1.475 1.904 -0.014 0.0867
H -1.403 -1.967 -0.873 0.0788
H -2.617 -1.291 0.319 0.0898
H -0.957 -1.569 0.770 0.0624
H -1.717 0.797 0.703 0.1033
H -0.805 0.444 -1.852 0.1115


(10)
14
Properties=species:S:1:pos:R:3:lowdin_charge:R:1 method="wB97M-V/def2-TZVPD" total_energy_ha=-307.663716 smiles="C[C@H](C=O)CO" e_homo_ev=-9.89 charge=0 multiplicity=1 e_lumo_ev=0.67 e_above_lowest_kcal_mol=30.57
C -0.922 -0.783 0.719 -0.0526
C -0.129 0.414 0.173 -0.3197
C -1.010 1.076 -0.873 -0.2408
O -2.054 1.627 -0.620 0.0599
C 1.233 0.026 -0.427 -0.2523
O 1.860 -1.058 0.219 -0.0631
H -1.822 -0.413 1.219 0.0852
H -0.329 -1.374 1.422 0.0753
H -1.225 -1.452 -0.094 0.0929
H 0.001 1.143 0.983 0.1465
H -0.667 0.972 -1.929 0.1296
H 1.098 -0.289 -1.469 0.1198
H 1.894 0.907 -0.446 0.1252
H 2.074 -0.795 1.122 0.0939


(11)
14
Properties=species:S:1:pos:R:3:lowdin_charge:R:1 method="wB97M-V/def2-TZVPD" total_energy_ha=-307.631339 smiles="C=CC.O=CO" e_homo_ev=-9.26 charge=0 multiplicity=1 e_lumo_ev=0.77 e_above_lowest_kcal_mol=50.89
C -1.532 -1.223 -0.687 -0.0230
C -1.474 -0.492 0.439 -0.2297
C -1.164 0.983 0.482 -0.1227
H -1.228 -2.265 -0.704 0.0479
H -1.732 -0.796 -1.668 0.0526
H -1.757 -0.980 1.361 0.0847
H -1.032 1.369 -0.536 0.0699
H -2.033 1.541 0.819 0.0639
H -0.285 1.312 1.017 0.0569
O 3.390 -0.811 -0.206 0.0743
C 2.656 0.020 0.247 -0.3782
O 2.000 0.950 -0.493 0.0505
H 2.274 -0.082 1.261 0.1355
H 1.917 0.472 -1.332 0.1175


(12)
14
Properties=species:S:1:pos:R:3:lowdin_charge:R:1 method="wB97M-V/def2-TZVPD" total_energy_ha=-307.647641 smiles="CCOCC=O" e_homo_ev=-9.85 charge=0 multiplicity=1 e_lumo_ev=0.98 e_above_lowest_kcal_mol=40.66
C 1.725 0.831 0.303 -0.0677
C 0.892 -0.316 -0.234 -0.2778
O 0.012 -0.887 0.729 -0.1433
C -1.301 -0.379 0.673 -0.1816
C -1.776 -0.359 -0.770 -0.2623
O -2.296 0.588 -1.309 0.0620
H 1.090 1.683 0.570 0.0778
H 2.295 0.527 1.185 0.0785
H 2.417 1.164 -0.479 0.0802
H 1.514 -1.140 -0.598 0.1253
H 0.324 0.057 -1.095 0.1013
H -1.416 0.626 1.107 0.1326
H -1.931 -1.087 1.228 0.1343
H -1.547 -1.308 -1.312 0.1406


(13)
14
Properties=species:S:1:pos:R:3:lowdin_charge:R:1 method="wB97M-V/def2-TZVPD" total_energy_ha=-307.508681 e_homo_ev=-7.88 charge=0 multiplicity=1 e_lumo_ev=1.00 e_above_lowest_kcal_mol=127.85
C -0.688 -1.029 0.024 -0.2289
C -1.406 0.289 -0.301 -0.1467
O -0.372 1.220 -0.609 -0.1174
C 0.650 1.289 0.314 -0.0706
C 1.639 -0.393 0.064 -0.0427
O 0.417 -0.719 0.782 -0.2774
H -1.299 -1.675 0.655 0.1251
H -0.361 -1.543 -0.887 0.1245
H -2.076 0.226 -1.168 0.1292
H -1.990 0.636 0.566 0.1266
H 0.247 1.473 1.334 0.1332
H 1.398 1.960 -0.021 0.0766
H 2.295 -1.304 0.282 0.1007
H 1.546 -0.432 -1.035 0.0677


(14)
14
Properties=species:S:1:pos:R:3:lowdin_charge:R:1 method="wB97M-V/def2-TZVPD" total_energy_ha=-307.617266 e_homo_ev=-9.75 charge=0 multiplicity=1 e_lumo_ev=1.02 e_above_lowest_kcal_mol=59.72
C 1.523 -0.214 0.920 -0.0911
O 1.248 0.642 -0.182 -0.1418
C -0.043 0.587 -0.720 -0.2897
C -0.643 -0.807 -0.973 -0.1292
O -1.459 -0.705 0.206 -0.1288
C -1.201 0.709 0.281 -0.1292
H 0.645 -0.782 1.246 0.0871
H 2.315 -0.917 0.636 0.0913
H 1.872 0.396 1.759 0.0908
H -0.051 1.288 -1.559 0.1480
H 0.056 -1.648 -0.945 0.1242
H -1.267 -0.873 -1.874 0.1215
H -0.937 1.037 1.293 0.1253
H -2.059 1.288 -0.088 0.1217


(15)
14
Properties=species:S:1:pos:R:3:lowdin_charge:R:1 method="wB97M-V/def2-TZVPD" total_energy_ha=-307.664936 smiles=CC1OCCO1 e_homo_ev=-9.85 charge=0 multiplicity=1 e_lumo_ev=1.03 e_above_lowest_kcal_mol=29.80
C -1.280 1.152 0.334 -0.0142
C -0.815 -0.270 0.560 -0.4176
O 0.459 -0.189 1.203 -0.0801
C 1.455 -0.453 0.226 -0.1584
C 0.664 -0.678 -1.069 -0.1682
O -0.624 -1.024 -0.607 -0.0651
H -2.232 1.176 -0.199 0.0864
H -1.396 1.617 1.318 0.0884
H -0.515 1.712 -0.214 0.0852
H -1.554 -0.824 1.156 0.1577
H 2.021 -1.338 0.533 0.1196
H 2.156 0.385 0.120 0.1217
H 0.615 0.233 -1.682 0.1181
H 1.046 -1.499 -1.680 0.1263


(16)
14
Properties=species:S:1:pos:R:3:lowdin_charge:R:1 method="wB97M-V/def2-TZVPD" total_energy_ha=-307.633891 smiles=C[C@@]1(CO)CO1 e_homo_ev=-10.01 charge=0 multiplicity=1 e_lumo_ev=0.95 e_above_lowest_kcal_mol=49.28
C 1.638 0.380 -0.035 -0.0017
C 0.202 -0.048 0.017 -0.4743
C -0.941 0.968 0.174 -0.1905
O -2.076 0.245 0.577 -0.0806
C -0.283 -1.277 -0.602 -0.0617
O -0.108 -1.185 0.831 -0.0436
H 1.923 0.932 0.867 0.0884
H 1.803 1.020 -0.908 0.0912
H 2.281 -0.502 -0.123 0.0904
H -1.126 1.457 -0.792 0.1315
H -0.709 1.746 0.916 0.1242
H -1.659 -0.472 1.106 0.0808
H 0.346 -2.055 -1.006 0.1192
H -1.290 -1.210 -1.022 0.1266


(17)
14
Properties=species:S:1:pos:R:3:lowdin_charge:R:1 method="wB97M-V/def2-TZVPD" total_energy_ha=-307.577758 e_homo_ev=-8.23 charge=0 multiplicity=1 e_lumo_ev=0.61 e_above_lowest_kcal_mol=84.51
C -0.226 -0.285 -2.135 -0.0132
C -0.194 -0.475 -0.641 -0.4380
O -1.253 -0.450 -0.022 0.0374
C 1.149 -0.693 0.037 -0.0136
C -0.188 0.621 2.783 -0.0255
O -0.937 -0.435 2.561 -0.1070
H 0.519 0.454 -2.449 0.0918
H 0.012 -1.240 -2.624 0.0976
H -1.234 0.031 -2.416 0.0877
H 1.069 -1.504 0.770 0.0971
H 1.944 -0.915 -0.686 0.0862
H -0.163 1.174 1.777 -0.0132
H 1.422 0.211 0.584 0.0790
H -1.244 -0.508 1.614 0.0336


(18)
14
Properties=species:S:1:pos:R:3:lowdin_charge:R:1 method="wB97M-V/def2-TZVPD" total_energy_ha=-307.538606 smiles=OC[C@@H]1C[C@@H]1O e_homo_ev=-8.34 charge=0 multiplicity=1 e_lumo_ev=0.59 e_above_lowest_kcal_mol=109.08
O -0.804 -1.557 -0.416 -0.1070
C -0.716 -0.858 0.811 -0.2221
C -0.266 0.620 0.534 -0.3129
C -0.755 0.797 -0.859 0.0180
C 0.984 0.525 -0.206 -0.2257
O 1.900 -0.333 0.377 0.0194
H -0.077 -1.207 -0.956 0.0638
H -1.717 -0.863 1.255 0.1219
H -0.020 -1.400 1.457 0.1113
H -0.402 1.313 1.369 0.1350
H -1.766 0.401 -1.029 0.0988
H -0.515 1.601 -1.531 0.0644
H 1.421 1.385 -0.707 0.1248
H 2.734 -0.423 -0.100 0.1105